1.
DFT (ωB97M-V/def2-TZVPD) results for a gas-phase ion, C5H11ClIN2 (charge +1).

energy: -1064.13665 hartree
gap between HOMO and LUMO: 8.4 eV
max |F|: 5.234 eV/Å
HOMO: -13.67 eV
SMILES: C[C@H](Cl)/N=[N+](/C)[C@H](C)I

Geometry as ORCA input:
```
! wB97M-V def2-TZVPD RIJCOSX def2/J DEFGRID3
* xyz 1 1
C 2.237 2.111 -0.725
C -1.373 -1.631 1.648
C -0.019 -1.703 -0.954
C 0.720 1.764 -0.647
C -1.200 -0.359 0.804
N 0.478 0.456 -0.747
N -0.204 -0.416 -0.304
Cl -0.080 2.635 0.814
I -3.140 0.204 -0.092
H 2.690 2.015 0.241
H 2.641 1.203 -1.303
H 2.223 3.090 -1.068
H -1.960 -2.453 1.010
H -0.559 -1.931 2.180
H -2.052 -1.310 2.416
H -1.051 -2.215 -1.241
H 0.443 -2.230 -0.144
H 0.761 -1.684 -1.694
H 0.294 2.018 -1.661
H -0.850 0.436 1.468
*
```

2.
DFT (ωB97M-V/def2-TZVPD) results for a molecular structure, C45H51BiF6N6O8PS5.

energy: -5822.11179 hartree
gap between HOMO and LUMO: 7.2 eV
max |F|: 0.460 eV/Å
HOMO: -5.39 eV

Geometry as ORCA input:
```
! wB97M-V def2-TZVPD RIJCOSX def2/J DEFGRID3
* xyz -1 1
Bi -1.780 0.062 -0.808
F -5.437 -2.674 3.978
C -4.214 -2.447 3.501
F -4.013 -3.255 2.461
F -3.333 -2.766 4.450
S -4.045 -0.656 2.963
O -3.460 -0.734 1.649
O -5.371 -0.125 3.066
N -3.139 -0.035 4.087
S -1.661 0.464 3.974
O -1.534 1.876 4.190
O -0.873 -0.125 2.917
C -0.980 -0.259 5.524
F -1.653 0.154 6.596
F 0.293 0.134 5.653
F -1.001 -1.593 5.501
C 5.408 1.371 -5.192
C 3.998 0.948 -4.894
C 3.466 -0.213 -5.447
C 2.185 -0.634 -5.126
C 1.426 0.111 -4.235
C 1.933 1.278 -3.689
C 3.211 1.690 -4.020
S -0.183 -0.500 -3.809
O -0.760 -0.959 -5.048
O -0.028 -1.466 -2.741
N -1.008 0.698 -3.149
C -1.530 1.738 -3.879
C -1.055 2.222 -5.083
C -1.602 3.376 -5.672
C -2.647 4.047 -5.103
C -3.230 3.531 -3.922
C -4.389 4.084 -3.336
C -4.968 3.472 -2.264
C -4.366 2.314 -1.744
N -3.258 1.805 -2.223
C -2.680 2.382 -3.311
H 5.761 0.944 -6.131
H 6.067 1.030 -4.390
H 5.491 2.457 -5.247
H 4.069 -0.801 -6.129
H 1.767 -1.534 -5.558
H 1.322 1.853 -3.009
H 3.623 2.585 -3.568
H -0.243 1.706 -5.576
H -1.173 3.738 -6.598
H -3.054 4.943 -5.552
H -4.820 4.980 -3.767
H -5.872 3.855 -1.810
H -4.811 1.801 -0.900
C -0.267 -2.700 0.840
N -1.497 -2.252 0.199
C -2.418 -3.020 -0.214
C -3.533 -2.482 -0.944
C -4.643 -3.143 -1.432
C -5.425 -2.181 -2.096
C -4.752 -0.980 -1.986
N -3.606 -1.143 -1.276
C -0.335 -4.061 1.474
C -0.145 -5.213 0.716
C -0.261 -6.468 1.298
C -0.571 -6.582 2.646
C -0.759 -5.438 3.410
C -0.641 -4.185 2.825
H -0.013 -1.946 1.584
H 0.506 -2.674 0.070
H -2.408 -4.100 -0.046
H -4.841 -4.197 -1.316
H -6.363 -2.335 -2.605
H -5.032 -0.027 -2.397
H 0.106 -5.122 -0.336
H -0.107 -7.357 0.698
H -0.661 -7.561 3.102
H -1.005 -5.517 4.461
H -0.787 -3.289 3.417
C 2.625 -0.992 3.224
C 3.609 0.091 3.646
C 4.830 -0.482 4.345
O 4.042 0.961 2.581
P 4.378 0.549 1.062
S 5.752 1.754 0.400
S 2.659 0.434 0.024
O 4.944 -0.950 1.264
C 4.612 -2.066 0.420
C 5.106 -3.307 1.137
C 5.232 -1.902 -0.955
H 2.088 -1.350 4.101
H 3.140 -1.837 2.768
H 1.898 -0.616 2.506
H 3.100 0.774 4.331
H 5.386 -1.114 3.653
H 4.521 -1.078 5.206
H 5.486 0.321 4.683
H 3.527 -2.100 0.326
H 6.193 -3.278 1.236
H 4.823 -4.195 0.570
H 4.669 -3.384 2.133
H 6.310 -1.754 -0.864
H 4.804 -1.043 -1.473
H 5.039 -2.795 -1.554
C 1.978 4.032 0.905
N 1.068 2.875 0.834
C 0.593 2.483 2.184
C -0.022 3.047 -0.207
C -1.409 3.152 0.377
C -1.763 4.399 0.897
C -2.951 4.578 1.580
C -3.792 3.490 1.755
C -3.460 2.264 1.201
C -2.280 2.056 0.479
H 2.804 3.784 1.569
H 1.440 4.902 1.282
H 2.375 4.237 -0.087
H 1.677 2.038 0.523
H -0.037 3.258 2.613
H 1.475 2.316 2.801
H 0.025 1.560 2.115
H 0.080 2.203 -0.891
H 0.213 3.954 -0.763
H -1.086 5.241 0.774
H -3.211 5.549 1.983
H -4.714 3.595 2.314
H -4.164 1.452 1.318
*
```

3.
DFT (ωB97M-V/def2-TZVPD) results for a molecular structure, C33H24As2Cl4FeNO2Se.

energy: -11454.50526 hartree
⟨S²⟩: 8.7954
gap between HOMO and LUMO (spin up / spin down): 7.2 / 4.6 eV
max |F|: 4.012 eV/Å
HOMO (spin up / spin down): -7.73 / -7.76 eV

Geometry as ORCA input:
```
! wB97M-V def2-TZVPD RIJCOSX def2/J DEFGRID3
* xyz 0 6
Fe 1.237 -2.183 1.371
Cl 6.985 -1.957 -2.097
C 5.691 -2.517 -1.054
C 5.624 -3.786 -0.435
Cl 7.045 -4.737 -0.389
C 4.355 -4.234 0.000
Cl 3.976 -5.945 -0.183
C 3.333 -3.327 0.354
O 2.159 -3.681 0.777
C 3.567 -1.933 0.107
O 2.614 -1.130 0.432
C 4.665 -1.579 -0.742
Cl 4.544 -0.078 -1.570
C 0.045 0.258 -1.312
C 0.907 1.260 -0.616
As -0.123 2.038 0.942
C 0.982 3.688 1.326
C 0.622 5.063 1.190
C 1.443 6.048 1.758
C 2.694 5.715 2.302
C 3.000 4.313 2.416
C 2.150 3.325 1.965
C -1.652 2.803 -0.113
C -2.832 2.981 0.708
C -4.025 3.351 0.134
C -4.044 3.683 -1.258
C -2.923 3.547 -2.019
C -1.743 3.143 -1.462
As -0.374 -1.363 -0.170
C -0.552 -2.734 -1.583
C 0.294 -2.786 -2.699
C 0.164 -3.842 -3.636
C -0.912 -4.762 -3.484
C -1.735 -4.680 -2.344
C -1.516 -3.703 -1.379
C -2.151 -1.271 0.625
C -2.442 -1.448 2.013
C -3.723 -1.219 2.457
C -4.740 -0.824 1.538
C -4.391 -0.663 0.229
C -3.103 -0.882 -0.304
H 0.546 -0.160 -2.261
H -0.923 0.608 -1.726
H 1.276 2.084 -1.214
H 1.753 0.802 -0.058
H -0.355 5.260 0.819
H 0.992 7.027 1.743
H 3.397 6.405 2.606
H 3.933 4.012 2.898
H 2.435 2.285 2.008
H -2.702 2.847 1.766
H -4.891 3.509 0.774
H -4.981 3.976 -1.684
H -2.888 3.763 -3.076
H -0.791 3.325 -1.931
H 1.018 -1.993 -2.909
H 0.806 -3.905 -4.542
H -1.212 -5.493 -4.237
H -2.658 -5.279 -2.128
H -2.178 -3.669 -0.477
H -1.620 -1.784 2.652
H -3.887 -1.301 3.510
H -5.745 -0.584 1.799
H -5.178 -0.334 -0.443
H -2.826 -0.834 -1.420
Se 0.196 -1.115 6.078
C 0.577 -1.621 4.405
N 0.792 -1.784 3.250
*
```

4.
DFT (ωB97M-V/def2-TZVPD) results for 5 unconnected molecules or ions with the total composition C17H29NO4.

energy: -1020.84504 hartree
gap between HOMO and LUMO: 9.8 eV
max |F|: 1.327 eV/Å
HOMO: -9.29 eV
SMILES: c1ccncc1.CC(C)=O.CC(C)=O.CC(C)=O.CC(C)=O

Geometry as ORCA input:
```
! wB97M-V def2-TZVPD RIJCOSX def2/J DEFGRID3
* xyz 0 1
N -1.149 -2.622 -1.370
C -2.103 -3.180 -2.119
C -2.039 -3.249 -3.499
C -0.976 -2.634 -4.138
C 0.008 -2.024 -3.375
C -0.103 -2.113 -1.988
H -2.953 -3.592 -1.583
H -2.817 -3.689 -4.109
H -0.960 -2.665 -5.221
H 0.805 -1.429 -3.799
H 0.725 -1.805 -1.358
C 1.604 1.177 0.886
C 1.113 2.394 0.160
O 1.811 2.906 -0.670
C -0.252 2.951 0.493
H 1.457 1.296 1.966
H 2.682 1.114 0.732
H 1.169 0.219 0.605
H -0.647 2.504 1.399
H -0.914 2.728 -0.347
H -0.184 4.031 0.594
C -3.159 2.715 4.492
C -1.742 2.996 4.047
O -1.454 3.987 3.429
C -0.684 1.999 4.443
H -3.393 3.454 5.270
H -3.235 1.747 4.981
H -3.882 2.888 3.700
H -0.711 1.151 3.748
H -0.789 1.595 5.449
H 0.295 2.469 4.341
C 0.658 2.202 -3.799
C -0.716 2.320 -4.415
O -1.282 3.401 -4.513
C -1.389 1.051 -4.896
H 0.446 1.821 -2.782
H 1.133 3.163 -3.648
H 1.302 1.450 -4.246
H -1.823 0.496 -4.056
H -0.619 0.382 -5.287
H -2.174 1.281 -5.605
C 3.555 -2.938 3.416
C 2.605 -3.010 2.233
O 2.529 -2.086 1.445
C 1.883 -4.306 1.972
H 3.966 -3.905 3.706
H 2.986 -2.575 4.283
H 4.357 -2.236 3.216
H 1.075 -4.413 2.708
H 2.543 -5.157 2.120
H 1.440 -4.258 0.984
*
```